Computed, not measured: C43H109N7O15 as an isolated structure in a non-equilibrium geometry, with ωB97M-V/def2-TZVPD.

## Properties
ΔE to the lowest compared entry with this formula, charge and spin	738.3	kJ/mol
frontier orbital gap	7.55	eV

Each line ends with the Mulliken charge.
Atoms and positions in Å:
C: 0.94795 2.59771 -10.70868  -0.744
O: -0.19179 2.52524 -9.89207  -0.333
C: -0.78915 1.25422 -9.90545  -0.344
C: -2.00270 1.22812 -9.00534  -0.940
N: -1.73951 1.49795 -7.59717  -0.310
C: -1.15311 0.37147 -6.86281  -0.781
C: -0.81170 0.78096 -5.48663  0.163
O: 0.32543 1.62742 -5.50605  -0.237
C: 0.31971 2.59216 -4.51456  -0.613
H: 1.79339 2.14803 -10.17065  0.284
H: 1.12503 3.63416 -10.97126  0.244
H: 0.83114 2.00541 -11.62584  0.312
H: -0.08635 0.49595 -9.51771  0.281
H: -1.10017 0.95474 -10.91765  0.444
H: -2.46188 0.24867 -9.16466  0.412
H: -2.73764 1.98194 -9.30435  0.370
H: -1.12584 2.30216 -7.50257  0.270
H: -0.33375 -0.15155 -7.38035  0.291
H: -1.95679 -0.37696 -6.80424  0.349
H: -0.67380 -0.06936 -4.81300  -0.252
H: -1.67563 1.36051 -5.12915  0.483
H: 1.30341 3.01311 -4.35487  0.034
H: -0.24962 2.38986 -3.59717  0.257
H: -0.30201 3.47251 -4.81354  0.394
C: 3.82312 -1.10626 0.38070  -0.842
O: 3.33350 -0.02833 1.13580  0.333
C: 4.27274 0.45998 2.05438  -0.315
C: 3.67751 1.74777 2.65473  -1.341
N: 2.47765 1.57533 3.44555  0.100
C: 2.65902 0.85820 4.68666  -0.646
C: 1.70224 1.35034 5.74471  0.668
O: 1.77667 0.54139 6.89597  -0.365
C: 0.60783 0.57179 7.69266  -1.361
H: 4.17085 -1.95263 0.98649  0.383
H: 4.63469 -0.83136 -0.29916  0.319
H: 2.95390 -1.44800 -0.18615  -0.081
H: 5.17536 0.79147 1.52803  0.383
H: 4.42644 -0.23153 2.88643  0.249
H: 3.55858 2.47928 1.85087  0.312
H: 4.46700 2.18677 3.27727  0.546
H: 1.77575 1.07440 2.91687  0.043
H: 3.67637 0.94254 5.08363  0.465
H: 2.49607 -0.22300 4.56461  0.069
H: 0.66944 1.38038 5.34379  -0.852
H: 1.83058 2.41484 6.01002  0.254
H: 0.58793 1.41524 8.38347  0.181
H: 0.57831 -0.39108 8.20438  0.427
H: -0.28197 0.56173 7.04938  2.041
C: 3.65211 0.98346 -2.15143  -0.333
O: 3.13604 2.28824 -2.43604  -0.279
C: 4.11677 3.16153 -2.95501  -0.824
C: 4.28282 3.02585 -4.46621  -0.424
N: 4.60826 4.26292 -5.14140  -0.175
C: 5.77420 5.04121 -4.83853  -0.878
C: 7.12406 4.36768 -5.05804  -0.313
O: 7.50370 4.46940 -6.42830  -0.314
C: 8.80823 4.01786 -6.63102  -0.748
H: 4.53420 1.00558 -1.51203  0.412
H: 3.88919 0.45076 -3.07389  0.231
H: 2.78854 0.52325 -1.67174  -0.274
H: 5.11142 3.11986 -2.48911  0.346
H: 3.74194 4.16195 -2.71180  0.379
H: 3.35728 2.65074 -4.90553  0.229
H: 5.04637 2.26296 -4.70929  0.182
H: 4.14715 4.37514 -6.01992  0.251
H: 5.73538 5.52559 -3.85038  0.280
H: 5.76400 5.93769 -5.47026  0.425
H: 7.10159 3.29205 -4.81426  0.274
H: 7.85144 4.81715 -4.36275  0.380
H: 9.56490 4.48911 -5.99959  0.307
H: 9.03701 4.16603 -7.68798  0.256
H: 8.88473 2.92429 -6.50210  0.293
C: -1.77136 1.17968 4.45798  -0.230
O: -1.71456 0.09743 5.33952  0.159
C: -1.14113 0.48087 6.58355  -0.390
C: -1.25874 -0.64624 7.57531  -0.340
N: -2.63757 -0.75432 8.01922  -0.385
C: -3.00827 -2.00973 8.63744  -0.620
C: -2.14667 -2.26847 9.87273  -0.425
O: -2.74468 -3.25354 10.65160  -0.358
C: -2.25416 -3.28817 11.96706  -0.751
H: -2.50537 1.91457 4.81654  0.431
H: -2.16020 0.80077 3.50958  -0.745
H: -0.82655 1.69037 4.24705  0.507
H: -1.56382 1.40867 7.00097  0.483
H: -0.08784 0.74193 6.38100  -1.479
H: -0.56137 -0.44729 8.39223  0.327
H: -0.93769 -1.56624 7.04772  0.386
H: -3.22178 -0.52197 7.22670  0.300
H: -2.82453 -2.85618 7.94132  0.239
H: -4.08463 -2.00200 8.79261  0.464
H: -2.06805 -1.30704 10.40853  0.360
H: -1.12921 -2.51474 9.53868  0.311
H: -2.64556 -2.47814 12.59736  0.301
H: -1.15267 -3.25282 12.01898  0.304
H: -2.49392 -4.23058 12.46511  0.290
C: 0.07550 -3.66043 0.03706  -0.442
O: -0.84668 -2.66743 -0.35204  -0.026
C: -0.34990 -1.33287 -0.42889  1.019
C: -0.00052 -0.95595 -1.85555  -0.430
N: 1.01880 -1.89549 -2.34337  0.430
C: 1.54436 -1.60179 -3.69025  -0.016
C: 2.96262 -2.07152 -3.95050  -0.655
O: 3.17909 -3.47639 -3.99128  -0.442
C: 2.64663 -4.26394 -2.93870  -0.474
H: 0.68744 -4.00000 -0.81255  0.188
H: -0.45607 -4.55826 0.35671  0.280
H: 0.73999 -3.30280 0.82471  -0.066
H: 0.56945 -1.22765 0.16145  -0.050
H: -1.12170 -0.66320 -0.04095  -1.287
H: 0.44005 0.04625 -1.86006  0.085
H: -0.90490 -0.98764 -2.48141  0.325
H: 0.51656 -2.77583 -2.39031  -0.033
H: 1.44692 -0.52337 -3.80861  0.144
H: 1.02627 -2.18724 -4.46991  0.158
H: 3.70714 -1.55380 -3.32892  0.208
H: 3.29073 -1.89349 -4.97970  0.258
H: 3.06267 -5.26312 -3.03180  0.335
H: 1.55319 -4.30813 -3.01104  0.182
H: 2.90356 -3.86243 -1.94963  0.154
C: -0.04164 -1.80107 3.32570  -0.201
O: -0.94695 -2.81454 3.02202  -0.479
C: -2.27201 -2.33273 3.09214  1.048
C: -3.23024 -3.39633 2.58817  -1.388
N: -3.29297 -3.47683 1.13892  0.758
C: -3.62893 -4.81776 0.70373  -0.781
C: -3.62886 -4.89816 -0.80284  -0.139
O: -4.15747 -6.15060 -1.21469  -0.439
C: -3.15155 -7.09412 -1.48368  -0.636
H: 0.12503 -1.52732 4.38010  0.092
H: -0.34914 -0.88596 2.81152  0.002
H: 0.97686 -2.07240 3.01362  0.300
H: -2.51036 -1.36328 2.62257  -0.608
H: -2.52831 -2.15497 4.14926  0.167
H: -4.20251 -3.20973 3.06008  0.366
H: -2.85247 -4.31382 3.08069  0.418
H: -2.39541 -3.21049 0.73048  -0.340
H: -4.55803 -5.15688 1.16486  0.426
H: -2.89316 -5.56454 1.07367  0.326
H: -2.62330 -4.75486 -1.20999  0.088
H: -4.26835 -4.08863 -1.16186  0.189
H: -2.44308 -7.13600 -0.65037  0.293
H: -2.69833 -6.91920 -2.46537  0.255
H: -3.60767 -8.08512 -1.54594  0.277
C: -7.91599 -0.22435 1.68867  -0.760
O: -6.74437 0.16373 1.06864  -0.326
C: -5.90388 -0.93463 0.69411  -0.451
C: -4.67725 -0.31068 0.08880  -0.334
N: -4.08948 0.63395 0.99497  -0.016
C: -3.14552 1.54958 0.38713  0.664
C: -2.88411 2.75689 1.24778  -0.026
O: -3.79370 3.77788 0.99807  -0.440
C: -3.36401 4.99177 1.56490  -0.713
H: -8.67711 -0.56817 0.96785  0.267
H: -8.38409 0.64500 2.15485  0.254
H: -7.75227 -1.00220 2.44234  0.306
H: -6.51005 -1.49892 -0.01911  0.513
H: -5.64341 -1.49754 1.59653  0.039
H: -4.95063 0.12482 -0.89100  0.469
H: -3.99377 -1.12644 -0.17855  -0.093
H: -4.79399 1.16431 1.49122  0.345
H: -3.48780 1.90833 -0.59873  0.577
H: -2.18501 1.04439 0.22956  -0.869
H: -1.83759 3.08134 1.14912  -0.132
H: -2.94842 2.45037 2.30652  0.126
H: -4.14359 5.72825 1.36338  0.303
H: -2.47282 5.36904 1.04640  0.252
H: -3.20016 4.91399 2.64347  0.282
C: 0.86351 2.39346 0.33918  0.804
O: 0.96083 2.93884 -0.94574  -0.541
H: 0.85288 1.30180 0.40743  -0.350
H: 1.68164 2.72668 0.99412  0.154
H: -0.05659 2.79932 0.75419  -0.427
H: 1.75924 2.65030 -1.42079  0.454